Record 1
This record from the OMol25 dataset describes a 7-piece molecular cluster, C36H93N7O11 overall at a distorted geometry. The level of theory is ωB97M-V/def2-TZVPD.

Last column: Löwdin charge in e.
Geometry (Å):
C 1.126351 -2.949603 -0.773329  -0.13
O 2.019659 -3.805472 -1.480148  -0.20
C 1.410891 -4.731581 -2.415456  -0.19
C 2.466647 -5.557339 -3.072041  -0.48
C 3.520945 -4.710331 -3.778802  -0.07
N 1.863863 -6.460373 -4.068153  0.03
H 0.529562 -3.588628 -0.113191  0.08
H 0.451269 -2.349146 -1.374505  0.07
H 1.737888 -2.319506 -0.123053  0.08
H 0.648522 -5.421431 -2.008360  0.13
H 0.890597 -4.147720 -3.213420  0.14
H 3.044735 -6.149692 -2.355951  0.13
H 4.237770 -5.435304 -4.212362  0.08
H 4.000969 -4.032851 -3.070154  0.07
H 3.045967 -4.167772 -4.611633  0.09
H 2.569988 -6.855163 -4.697328  0.07
H 1.461820 -7.244796 -3.554997  0.07
C 1.676133 0.935278 1.650744  -0.08
O 0.320648 0.607240 1.813315  -0.21
C -0.109365 -0.525334 1.085599  -0.21
C -1.624734 -0.575651 1.155495  -0.41
C -2.165456 -1.933886 0.614130  -0.05
N -2.262141 0.447833 0.335646  0.08
H 1.869416 1.935570 2.048771  0.08
H 1.986170 0.855421 0.598297  0.08
H 2.275824 0.225556 2.230119  0.08
H 0.218109 -0.557954 0.028457  0.11
H 0.291131 -1.427783 1.585287  0.12
H -1.843849 -0.634465 2.206564  0.11
H -1.944161 -2.828280 1.212525  0.07
H -1.907729 -2.134075 -0.430190  0.07
H -3.247565 -1.852702 0.606609  0.06
H -1.702865 1.291616 0.333702  0.05
H -3.160851 0.652525 0.779170  0.04
C -5.672655 -0.991464 -1.037267  -0.11
O -5.316862 -2.374436 -1.070982  -0.22
C -4.615361 -2.708517 -2.286848  -0.20
C -4.542669 -4.225145 -2.344455  -0.47
C -3.704124 -4.753895 -1.176801  -0.06
N -3.906551 -4.690843 -3.562767  0.04
H -5.978667 -0.687865 -0.024981  0.07
H -6.481720 -0.732739 -1.735746  0.09
H -4.761537 -0.425338 -1.325801  0.09
H -5.182052 -2.293687 -3.143480  0.13
H -3.596744 -2.278880 -2.297976  0.12
H -5.602484 -4.530074 -2.201137  0.14
H -3.974847 -4.260023 -0.251547  0.07
H -2.683061 -4.527379 -1.487368  0.08
H -3.871707 -5.824320 -1.123632  0.07
H -3.692341 -5.677865 -3.414225  0.07
H -4.574696 -4.671207 -4.320332  0.07
C -0.270877 2.269091 4.687223  -0.12
O -0.630441 3.612426 4.614525  -0.17
C 0.074033 4.294011 3.627801  -0.22
C -0.600547 4.034787 2.247619  -0.17
N 0.113086 4.687590 1.087742  -0.05
C -0.625185 4.643974 -0.133459  -0.26
C 0.043172 5.525363 -1.143660  -0.25
O 1.326773 4.997754 -1.369634  -0.20
C 2.033133 5.772054 -2.314670  -0.12
H -0.542221 1.717551 3.783838  0.07
H -0.800925 1.851036 5.547265  0.09
H 0.808097 2.097386 4.812068  0.09
H 1.163510 4.010791 3.596442  0.13
H 0.042324 5.350808 3.813263  0.11
H -1.599720 4.488826 2.260724  0.10
H -0.790503 2.965697 2.093318  0.09
H 0.971302 4.198453 0.894526  0.09
H -1.569222 5.126598 0.117343  0.11
H -0.868857 3.614038 -0.470954  0.13
H 0.076486 6.605829 -0.827883  0.14
H -0.549137 5.403716 -2.064671  0.12
H 1.530869 5.843477 -3.284166  0.08
H 2.951461 5.203308 -2.491010  0.08
H 2.345997 6.779299 -1.966371  0.09
C 5.625795 -0.179017 4.412430  -0.12
O 4.542483 -0.707325 3.712403  -0.20
C 4.536911 -2.099084 3.738304  -0.26
C 3.373937 -2.719486 2.963837  -0.20
N 3.405858 -4.177984 3.146761  -0.05
C 2.396244 -4.896559 2.343456  -0.20
C 1.044671 -5.001794 3.014953  -0.25
O 0.392167 -3.753674 2.976594  -0.23
C -0.753343 -3.704010 3.859084  -0.08
H 6.558426 -0.485930 3.899075  0.09
H 5.619788 -0.636866 5.412544  0.09
H 5.536135 0.920271 4.454551  0.10
H 4.426283 -2.477678 4.784761  0.13
H 5.522186 -2.508158 3.405482  0.13
H 3.517567 -2.516994 1.891154  0.12
H 2.463960 -2.220809 3.286848  0.11
H 4.309938 -4.478682 2.838819  0.09
H 2.793830 -5.911680 2.177376  0.13
H 2.196631 -4.492716 1.342768  0.10
H 1.257431 -5.307003 4.057702  0.12
H 0.409144 -5.761824 2.534772  0.13
H -1.520196 -4.441399 3.620707  0.09
H -1.117525 -2.676072 3.826312  0.06
H -0.338406 -3.850692 4.878035  0.10
C 2.305800 -0.547931 -2.746225  -0.14
O 2.810368 0.398834 -3.627072  -0.20
C 1.961978 1.578455 -3.612644  -0.19
C 2.482871 2.414906 -4.762198  -0.22
N 3.770877 3.062587 -4.496519  -0.06
C 4.524093 3.401558 -5.703120  -0.20
C 5.801385 4.175344 -5.317277  -0.27
O 6.395619 4.610318 -6.485111  -0.19
C 7.389250 5.567818 -6.217379  -0.12
H 2.938356 -1.454197 -2.809476  0.10
H 1.313674 -0.827768 -3.174604  0.10
H 2.162563 -0.174194 -1.730942  0.07
H 1.889536 1.984965 -2.595627  0.12
H 0.953804 1.234864 -3.849290  0.12
H 1.788775 3.252884 -4.881478  0.11
H 2.399671 1.802113 -5.689307  0.13
H 4.299731 2.405326 -3.922491  0.11
H 3.975173 4.103876 -6.312905  0.12
H 4.855102 2.569585 -6.339173  0.12
H 6.541994 3.511544 -4.790325  0.13
H 5.594287 5.006609 -4.613456  0.12
H 6.941187 6.560075 -6.124974  0.08
H 8.008577 5.619617 -7.128679  0.09
H 7.986298 5.350766 -5.314165  0.09
C -5.899134 5.166837 0.278541  -0.12
O -5.205122 4.089124 -0.260749  -0.17
C -4.478277 3.400919 0.667205  -0.26
C -5.406605 2.431208 1.416575  -0.21
N -4.634177 1.601460 2.333273  -0.06
C -5.507951 0.678262 3.171960  -0.18
C -4.683187 -0.327504 3.915600  -0.24
O -3.842956 0.380356 4.817778  -0.20
C -3.098959 -0.482373 5.665622  -0.10
H -6.842134 4.853942 0.722362  0.08
H -6.106216 5.925300 -0.469833  0.09
H -5.322399 5.613961 1.103989  0.09
H -3.884657 4.065008 1.311043  0.11
H -3.739083 2.845172 0.074790  0.12
H -5.879027 1.718275 0.715783  0.12
H -6.214776 3.034222 1.913484  0.12
H -4.153139 2.188191 3.016114  0.11
H -6.269877 0.182634 2.555184  0.12
H -6.015935 1.279054 3.932133  0.12
H -4.112294 -1.033112 3.267796  0.13
H -5.392201 -0.897068 4.545190  0.12
H -2.577708 0.042740 6.462850  0.08
H -2.406756 -1.104690 5.085272  0.07
H -3.789005 -1.169097 6.180522  0.09

Cartesian forces (eV/Å) of the 3 atoms listed first:
0.31 -1.29 0.61
-0.41 -0.59 -0.70
-0.75 1.22 -0.14

Summary:
relative energy (zero: lowest compared OMol25 entry of this formula, charge and spin): 28.0 kcal/mol
SMILES string: COC[C@H](C)N.COC[C@H](C)N.COC[C@H](C)N.COCCNCCOC.COCCNCCOC.COCCNCCOC.COCCNCCOC
gap between HOMO and LUMO: 9.410 eV

=====

Record 2
This record from the OMol25 dataset describes C36H96CrN8O11 as an isolated structure at a distorted geometry. The level of theory is ωB97M-V/def2-TZVPD.

Last column: Mulliken spin population.
Geometry (Å):
Cr -8.598018 -18.215846 -12.239769  4.04
O -9.332374 -16.301374 -11.813500  -0.04
C -10.716681 -16.323673 -11.878862  -0.04
C -11.299654 -17.475190 -12.727611  0.05
O -10.629030 -18.715885 -12.672133  -0.02
H -11.089784 -15.378544 -12.310434  0.00
H -11.211325 -16.399465 -10.887208  -0.01
H -11.313597 -17.147953 -13.783256  -0.04
H -12.341682 -17.625578 -12.392508  0.01
C -15.215057 -14.981934 -15.207003  0.00
O -14.824429 -13.915024 -14.365267  0.00
C -14.860984 -14.205285 -12.979134  0.00
C -14.562387 -12.889842 -12.280511  0.00
N -14.214055 -13.016321 -10.867893  0.00
C -12.983863 -13.776348 -10.640142  0.00
C -12.437810 -13.550449 -9.259285  0.00
O -12.177381 -12.187622 -9.094434  0.00
C -11.768444 -11.834938 -7.793729  0.00
H -14.502474 -15.826190 -15.176184  0.00
H -15.278642 -14.652941 -16.243030  0.00
H -16.191588 -15.398635 -14.905867  0.00
H -14.127095 -15.007495 -12.805873  0.00
H -15.840245 -14.577740 -12.636080  0.00
H -15.366723 -12.169648 -12.410006  0.00
H -13.687948 -12.463102 -12.807032  0.00
H -13.987316 -12.077866 -10.537463  0.00
H -12.205720 -13.443393 -11.352921  0.00
H -13.203392 -14.838354 -10.771229  0.00
H -11.529054 -14.183513 -9.209144  0.00
H -13.087766 -13.970028 -8.474393  0.00
H -12.421166 -12.258613 -7.024397  0.00
H -11.775475 -10.749240 -7.719358  0.00
H -10.728395 -12.156656 -7.641567  0.00
C -4.597255 -15.984925 -12.370419  0.00
C -5.290370 -17.306460 -12.680501  0.02
C -4.399625 -18.505013 -12.438851  0.02
O -4.804517 -19.619687 -13.193012  0.01
C -4.242725 -19.642401 -14.503360  0.00
N -6.565814 -17.433188 -11.875740  0.01
H -5.197419 -15.123357 -12.658360  0.00
H -3.646783 -15.938270 -12.912504  0.00
H -4.339715 -15.877353 -11.313201  0.00
H -5.553586 -17.295023 -13.740933  -0.02
H -4.375994 -18.782343 -11.381480  0.00
H -3.329538 -18.306444 -12.616807  0.00
H -3.165165 -19.487964 -14.419626  0.00
H -4.708732 -18.885425 -15.141889  0.00
H -4.490965 -20.619490 -14.906295  0.00
H -6.262772 -17.659917 -10.920319  -0.01
H -6.834532 -16.444007 -11.761198  -0.04
C -6.487205 -14.499758 -7.696558  0.00
C -7.357125 -15.330997 -8.630356  0.00
C -8.807958 -15.339850 -8.195408  0.00
O -8.946139 -16.018375 -6.977989  0.00
C -10.276434 -16.067835 -6.472138  0.00
N -7.260744 -14.795897 -9.994821  0.00
H -6.882373 -13.481449 -7.608038  0.00
H -5.469256 -14.406611 -8.070295  0.00
H -6.512149 -14.959565 -6.708405  0.00
H -6.921485 -16.335506 -8.591269  0.00
H -9.423738 -15.805760 -8.980459  0.00
H -9.163103 -14.300015 -8.122636  0.00
H -10.699621 -15.057383 -6.410232  0.00
H -10.147244 -16.542099 -5.498497  0.00
H -10.982638 -16.662720 -7.070689  0.00
H -7.980220 -15.231302 -10.582347  0.01
H -7.592704 -13.828765 -9.934428  0.00
C -16.555026 -17.083762 -17.553306  0.00
C -16.954390 -18.445958 -16.987992  0.00
C -16.673315 -18.494212 -15.501773  0.00
O -15.299301 -18.361294 -15.250770  0.00
C -15.009094 -18.649913 -13.887877  0.00
N -18.411285 -18.655495 -17.117776  0.00
H -15.484753 -16.883103 -17.454086  0.00
H -17.128263 -16.224303 -17.203031  0.00
H -16.740851 -17.065586 -18.639373  0.00
H -16.442836 -19.268513 -17.479057  0.00
H -16.972805 -19.511964 -15.185562  0.00
H -17.275032 -17.830396 -14.864588  0.00
H -15.426036 -19.633610 -13.645078  0.00
H -15.480936 -17.898442 -13.233674  0.00
H -13.934490 -18.557678 -13.743125  0.00
H -18.703719 -18.342045 -18.044664  0.00
H -18.904077 -17.990794 -16.518233  0.00
C -14.148185 -21.829642 -10.108878  0.00
C -13.452872 -20.579357 -10.610965  0.00
C -13.515302 -19.450631 -9.621192  0.00
O -14.821457 -19.014508 -9.251690  0.00
C -15.581580 -18.600672 -10.363107  0.00
N -12.013894 -20.868001 -10.881730  0.00
H -15.231157 -21.670695 -10.015106  0.00
H -13.892911 -22.029615 -9.059752  0.00
H -13.999633 -22.739030 -10.687761  0.00
H -13.928472 -20.323884 -11.571178  0.00
H -12.965506 -18.570931 -9.994582  0.00
H -13.077114 -19.701217 -8.653513  0.00
H -15.884944 -19.453884 -10.979942  0.00
H -15.041010 -17.828947 -10.934461  0.00
H -16.512845 -18.111044 -10.061760  0.00
H -12.067219 -21.717880 -11.441980  0.00
H -11.628942 -20.153790 -11.513154  0.01
C -13.138441 -20.092468 -17.000046  0.00
C -12.018379 -19.082977 -17.086202  0.00
C -12.519317 -17.659466 -16.867361  0.00
O -11.357975 -16.828336 -16.744070  0.00
C -11.643019 -15.459794 -16.662612  0.00
N -10.970259 -19.461719 -16.113494  0.00
H -13.977368 -19.711827 -17.601677  0.00
H -13.545480 -20.139347 -15.986781  0.00
H -12.939352 -21.103256 -17.343971  0.00
H -11.472223 -19.168810 -18.034557  0.00
H -12.955219 -17.649039 -15.854121  0.00
H -13.183349 -17.285906 -17.652836  0.00
H -12.392302 -15.188006 -17.422196  0.00
H -10.764215 -14.887738 -16.979211  0.00
H -11.906798 -15.161237 -15.646775  0.00
H -10.244615 -18.744226 -16.186376  0.00
H -11.328108 -19.240521 -15.170003  0.00
C -7.354272 -12.618972 -12.732997  0.00
C -8.816746 -12.197985 -12.605278  0.00
C -9.570596 -12.469070 -13.885300  0.00
O -10.868903 -11.924461 -13.818137  0.00
C -11.718379 -12.452941 -14.814519  0.00
N -9.397318 -12.968004 -11.459378  0.00
H -7.289198 -13.709868 -12.794073  0.00
H -6.818908 -12.298263 -11.839132  0.00
H -6.837627 -12.206371 -13.603898  0.00
H -8.890228 -11.142565 -12.328302  0.00
H -9.582175 -13.536262 -14.158704  0.00
H -9.040569 -12.003742 -14.741569  0.00
H -12.587689 -11.805211 -14.969312  0.00
H -12.165598 -13.414252 -14.526562  0.00
H -11.191092 -12.507712 -15.777039  0.00
H -10.414143 -12.857450 -11.561433  0.00
H -9.271618 -13.973778 -11.642607  0.00
C -9.760181 -19.075231 -8.080763  0.00
C -8.588060 -18.768564 -9.039124  -0.13
C -7.334785 -19.390127 -8.437137  -0.01
O -6.161625 -18.836868 -9.010807  0.00
C -5.016881 -18.996995 -8.170548  0.00
N -8.978481 -19.381579 -10.392675  0.06
H -9.486294 -18.803610 -7.056833  0.00
H -10.013545 -20.133636 -8.158530  0.00
H -10.645367 -18.479169 -8.304433  0.00
H -8.526430 -17.696157 -9.215340  0.13
H -7.358261 -20.481602 -8.522288  0.00
H -7.336085 -19.095898 -7.381223  0.00
H -5.244254 -18.634778 -7.160970  0.00
H -4.190243 -18.405754 -8.573391  0.00
H -4.645862 -20.031320 -8.141517  0.00
H -8.876486 -20.388959 -10.210885  0.02
H -10.006005 -19.332643 -10.438244  -0.03

Cartesian forces (eV/Å) of the 3 atoms listed first:
-1.79 0.65 0.21
0.90 -1.01 -0.30
-0.60 -0.22 -0.05

Summary:
gap between HOMO and LUMO (alpha / beta): 8.007 / 8.365 eV
multiplicity: 5

=====

- Which formula does entry 2 have?
  C36H96CrN8O11